# 1
{
  "formula": "C21H63O11",
  "method": "ωB97M-V/def2-TZVPD",
  "charge": -1,
  "lumo_energy_ev": 2.182,
  "homo_ev": -3.07,
  "total_energy_ev": -45317.85738,
  "orbital_gap_ev": 5.2,
  "e_above_lowest_kj_mol": 0.0,
  "elements": ["C", "C", "C", "O", "H", "H", "H", "H", "H", "H", "H", "C", "C", "C", "O", "H", "H", "H", "H", "H", "H", "H", "H", "C", "C", "C", "O", "H", "H", "H", "H", "H", "H", "H", "H", "C", "C", "C", "O", "H", "H", "H", "H", "H", "H", "H", "H", "C", "C", "C", "O", "H", "H", "H", "H", "H", "H", "H", "H", "C", "O", "H", "H", "H", "H", "C", "O", "H", "H", "H", "H", "C", "O", "H", "H", "H", "H", "C", "O", "H", "H", "H", "H", "C", "O", "H", "H", "H", "H", "C", "O", "H", "H", "H", "H"],
  "positions_angstrom": [[3.016, -13.804, -21.697], [3.108, -14.171, -20.187], [1.901, -15.036, -19.783], [4.303, -14.658, -19.772], [1.986, -13.486, -21.929], [3.156, -14.706, -22.305], [3.736, -13.043, -21.994], [2.923, -13.192, -19.693], [0.937, -14.615, -20.095], [1.864, -15.150, -18.693], [1.999, -16.065, -20.154], [5.818, -13.767, -26.278], [4.837, -13.773, -25.112], [3.395, -13.564, -25.560], [4.899, -15.034, -24.442], [6.790, -14.123, -25.933], [5.927, -12.758, -26.681], [5.515, -14.476, -27.053], [5.064, -12.972, -24.407], [3.326, -12.606, -26.091], [2.690, -13.525, -24.731], [3.060, -14.331, -26.266], [4.425, -15.642, -25.017], [4.730, -19.617, -19.028], [4.434, -18.209, -18.527], [5.287, -17.836, -17.324], [4.752, -17.327, -19.592], [5.815, -19.720, -19.151], [4.332, -19.767, -20.030], [4.444, -20.395, -18.318], [3.380, -18.125, -18.228], [5.084, -16.825, -16.974], [6.351, -17.890, -17.574], [5.202, -18.542, -16.486], [4.343, -16.450, -19.336], [2.131, -13.440, -16.192], [2.170, -11.942, -16.507], [1.063, -11.185, -15.778], [3.438, -11.407, -16.159], [2.453, -13.545, -15.149], [2.784, -13.977, -16.878], [1.114, -13.840, -16.186], [2.068, -11.828, -17.587], [0.080, -11.535, -16.102], [1.143, -10.116, -15.979], [1.114, -11.359, -14.698], [3.455, -11.208, -15.219], [-1.538, -16.730, -18.484], [-2.152, -17.513, -19.654], [-1.093, -17.970, -20.635], [-2.854, -18.650, -19.167], [-2.356, -16.456, -17.810], [-1.008, -15.825, -18.782], [-0.842, -17.383, -17.956], [-2.902, -16.859, -20.121], [-0.690, -17.115, -21.176], [-1.641, -18.522, -21.409], [-0.328, -18.619, -20.221], [-3.702, -18.406, -18.794], [2.604, -18.410, -22.158], [3.666, -17.772, -22.841], [2.568, -19.463, -22.456], [2.737, -18.280, -21.087], [1.645, -17.931, -22.397], [3.526, -17.798, -23.788], [3.571, -10.267, -24.379], [2.417, -9.882, -25.127], [3.901, -9.464, -23.715], [3.327, -11.123, -23.746], [4.362, -10.528, -25.074], [1.783, -9.519, -24.504], [2.158, -16.812, -15.696], [1.187, -17.620, -15.043], [3.123, -17.334, -15.724], [1.929, -16.632, -16.750], [2.344, -15.883, -15.172], [1.182, -18.469, -15.490], [3.212, -10.151, -20.886], [3.049, -10.591, -19.560], [3.191, -9.058, -20.997], [4.166, -10.530, -21.245], [2.428, -10.513, -21.564], [2.218, -10.229, -19.234], [0.397, -15.548, -23.868], [-0.954, -16.027, -23.913], [0.628, -15.320, -22.823], [1.047, -16.349, -24.211], [0.534, -14.646, -24.469], [-1.500, -15.382, -23.458], [-0.453, -12.423, -19.440], [-1.195, -11.346, -18.828], [-1.177, -12.946, -20.075], [0.351, -12.006, -20.038], [-0.065, -13.117, -18.694], [-1.884, -11.733, -18.284]]
}

=====

# 2
{
  "formula": "C14H34NO6",
  "method": "ωB97M-V/def2-TZVPD",
  "charge": -1,
  "lumo_energy_ev": 2.762,
  "homo_ev": -1.55,
  "total_energy_ev": -28839.44902,
  "orbital_gap_ev": 4.3,
  "elements": ["C", "O", "C", "C", "C", "N", "C", "O", "C", "H", "H", "H", "H", "H", "H", "H", "H", "H", "H", "H", "H", "H", "H", "C", "O", "C", "C", "O", "C", "H", "H", "H", "H", "H", "H", "H", "H", "H", "H", "C", "O", "C", "C", "O", "C", "H", "H", "H", "H", "H", "H", "H", "H", "H", "H"],
  "positions_angstrom": [[1.117, -4.683, 0.187], [1.389, -3.348, -0.118], [0.913, -2.474, 0.881], [-0.073, -1.414, 0.354], [-1.021, -1.911, -0.783], [-1.453, -3.283, -0.680], [-2.709, -3.388, 0.013], [-3.017, -2.338, 0.956], [-2.552, -2.653, 2.237], [0.153, -5.001, -0.226], [1.891, -5.342, -0.234], [1.119, -4.874, 1.271], [1.799, -1.933, 1.265], [0.461, -2.968, 1.745], [0.484, -0.542, -0.045], [-0.645, -1.010, 1.201], [-0.430, -1.834, -1.720], [-1.849, -1.174, -0.897], [-2.676, -4.339, 0.598], [-3.561, -3.517, -0.694], [-3.280, -3.240, 2.824], [-2.342, -1.702, 2.737], [-1.648, -3.270, 2.145], [-2.432, 1.853, 2.645], [-1.023, 1.707, 2.673], [-0.371, 2.523, 1.710], [0.275, 3.727, 2.364], [-0.700, 4.645, 2.851], [-0.853, 4.580, 4.256], [-2.842, 1.300, 3.489], [-2.728, 2.903, 2.734], [-2.838, 1.431, 1.720], [-1.066, 2.835, 0.926], [0.408, 1.911, 1.246], [0.868, 4.260, 1.614], [0.948, 3.411, 3.167], [0.045, 4.962, 4.754], [-1.053, 3.559, 4.589], [-1.698, 5.211, 4.529], [0.188, 1.451, -3.117], [1.432, 1.580, -2.448], [2.136, 0.345, -2.375], [3.282, 0.304, -3.365], [2.810, 0.240, -4.708], [2.920, 1.478, -5.381], [-0.227, 2.452, -3.246], [0.309, 0.991, -4.101], [-0.507, 0.856, -2.517], [1.459, -0.499, -2.527], [2.543, 0.271, -1.362], [3.867, -0.603, -3.189], [3.941, 1.167, -3.226], [3.973, 1.726, -5.554], [2.438, 2.283, -4.819], [2.423, 1.378, -6.346]]
}